No. 1
Below is one molecule with the formula C23H20N4O3S, with properties calculated with the ωB97M-V functional and the def2-TZVPD basis.

Output
Kohn-Sham gap ... 8.061 eV
Charge ... 0
Energy above the lowest of the compared OMol25 structures with the same formula, charge and spin ... 39.7 kcal per mole
HOMO energy ... -0.294 Eh
SMILES string ... Cc1ccc(S(=O)(=O)c2c(N)n(Cc3ccco3)c3nc4ccccc4nc23)cc1C
LUMO energy ... 0.062 eV

Last column: natural (NBO) charge in e.
Cartesian coordinates (Å):
S1 0.56348 -0.40080 2.90792  2.211
O1 -0.59258 -0.39614 3.76033  -0.915
O2 0.59560 -2.65489 -3.29079  -0.401
O3 1.72881 -1.12326 3.39826  -0.986
N1 -1.70932 -1.84765 -1.57823  -0.450
N2 0.15270 -2.66999 -0.31772  -0.395
N3 1.86714 -2.86821 1.33871  -0.797
N4 -1.78344 0.16868 0.45502  -0.403
C1 1.77121 3.88481 1.97387  0.093
C2 0.14943 -1.13086 1.34907  -0.559
C3 2.34172 1.68579 2.75395  -0.177
C4 4.13701 3.42848 2.71325  -0.630
C5 -0.90623 -0.80539 0.46464  0.167
C6 2.72479 2.99085 2.47558  -0.048
C7 0.46669 3.45132 1.76490  -0.223
C8 -0.00039 -2.72510 -4.49037  0.099
C9 -0.81165 -4.37701 -3.25952  -0.272
C10 -2.65848 0.15514 -0.57620  0.093
C11 -0.87201 -3.76720 -4.53526  -0.316
C12 -0.87968 -1.80820 -0.57943  0.409
C13 -3.63398 1.16931 -0.65421  -0.189
C14 0.09280 -3.65510 -2.53872  0.266
C15 -4.53331 1.18425 -1.68366  -0.215
C16 -4.50014 0.19461 -2.67951  -0.214
C17 1.03931 1.28335 2.54430  -0.328
C18 0.08745 2.15147 2.04924  -0.185
C19 -2.62817 -0.84839 -1.59020  0.173
C20 2.15152 5.30014 1.66536  -0.653
C21 0.57465 -3.79405 -1.13475  -0.254
C22 -3.56648 -0.80396 -2.63676  -0.219
C23 0.76517 -2.26357 0.84619  0.482
H1 -1.48143 -4.06515 -5.36327  0.230
H2 3.04600 0.96754 3.14561  0.234
H3 0.18309 -4.73048 -0.71970  0.220
H4 4.73197 2.60563 3.09946  0.220
H5 2.94557 5.33026 0.92004  0.219
H6 -5.22140 0.22852 -3.48280  0.213
H7 0.27754 -1.99030 -5.21960  0.206
H8 4.16828 4.24695 3.43157  0.219
H9 -3.64498 1.91883 0.12186  0.220
H10 -1.36899 -5.22678 -2.92364  0.226
H11 -3.51801 -1.57559 -3.38975  0.223
H12 1.99854 -3.85334 1.18242  0.393
H13 -0.91794 1.79808 1.88517  0.260
H14 -5.28087 1.96211 -1.73829  0.213
H15 -0.26389 4.14539 1.37554  0.209
H16 1.67094 -3.81831 -1.12196  0.225
H17 2.52037 5.80042 2.56001  0.220
H18 1.29812 5.85498 1.28523  0.218
H19 4.59076 3.78323 1.78839  0.218
H20 2.13274 -2.49043 2.24842  0.449



No. 2
Below is a 3-piece molecular cluster, H6O3 overall, with properties calculated with the ωB97M-V functional and the def2-TZVPD basis.

Output
Kohn-Sham gap ... 11.484 eV
Charge ... 0
Energy above the lowest of the compared OMol25 structures with the same formula, charge and spin ... 9.8 kcal per mole
HOMO energy ... -0.404 Eh
SMILES string ... O.O.O
LUMO energy ... 0.482 eV

Last column: natural (NBO) charge in e.
Cartesian coordinates (Å):
O1 -1.33623 1.31017 -1.35909  -0.957
O2 1.14370 0.24309 -0.65307  -0.950
O3 -0.05644 -1.44278 2.49187  -0.941
H1 0.12792 -0.66237 1.96918  0.469
H2 -0.98345 -1.36675 2.71792  0.472
H3 1.87089 0.45469 -1.23843  0.481
H4 -0.49816 0.84844 -1.33269  0.485
H5 -1.61608 1.24754 -2.27231  0.458
H6 1.34785 -0.63203 -0.32337  0.483



No. 3
Below is a 2-piece molecular cluster, CH7N2Si overall, with properties calculated with the ωB97M-V functional and the def2-TZVPD basis.

Output
Kohn-Sham gap (alpha / beta) ... 7.140 / 8.887 eV
Charge ... +1
Energy above the lowest of the compared OMol25 structures with the same formula, charge and spin ... 0.0 kcal per mole
HOMO energy (alpha / beta) ... -0.406 / -0.550 Eh
Spin multiplicity ... 3
LUMO energy (alpha / beta) ... -3.894 / -6.088 eV

Last column: natural (NBO) charge in e.
Cartesian coordinates (Å):
Si1 -2.24770 0.73416 -1.32284  0.290
N1 1.53210 0.46061 0.41123  -0.694
N2 0.65425 -1.53999 0.91247  -0.700
C1 0.57694 -0.40897 0.29703  0.403
H1 -1.62823 2.15855 -1.61470  -0.132
H2 2.34552 0.29059 0.93521  0.416
H3 -0.20071 -2.05343 0.91999  0.438
H4 -0.32119 -0.09222 -0.20933  0.210
H5 1.52562 -1.88718 1.36376  0.442
H6 -3.70187 0.92349 -1.76690  -0.117
H7 1.46526 1.41438 0.07407  0.443



No. 4
Below is a 2-piece molecular cluster, C12H19NO overall, with properties calculated with the ωB97M-V functional and the def2-TZVPD basis.

Output
Kohn-Sham gap ... 9.287 eV
Charge ... 0
Energy above the lowest of the compared OMol25 structures with the same formula, charge and spin ... 125.7 kcal per mole
HOMO energy ... -0.310 Eh
SMILES string ... CCN(C)C(C)=O.Cc1ccccc1
LUMO energy ... 0.848 eV

Last column: natural (NBO) charge in e.
Cartesian coordinates (Å):
O1 -0.52823 -2.22640 -0.59632  -0.582
N1 -1.89304 -0.83918 -1.70803  -0.507
C1 2.10291 0.95871 1.62642  -0.047
C2 3.22634 1.74686 1.21874  -0.633
C3 -0.17421 0.66213 2.34265  -0.203
C4 0.83254 1.38744 1.60081  -0.236
C5 -2.79277 -2.01783 -1.96398  -0.411
C6 0.74520 -0.89669 -2.03154  -0.710
C7 -0.59556 -1.30739 -1.35743  0.714
C8 2.44066 -0.26119 2.37485  -0.207
C9 -2.19336 0.44929 -2.17895  -0.235
C10 -1.74868 1.33084 -0.94911  -0.658
C11 1.42111 -1.06616 2.87701  -0.204
C12 0.11564 -0.64281 2.74219  -0.222
H1 1.55125 -1.03706 -1.33904  0.242
H2 -1.13943 2.19722 -1.21860  0.203
H3 2.93141 2.53228 0.38546  0.217
H4 -2.73789 -2.77837 -0.97473  0.234
H5 -1.11095 1.16388 0.16008  0.262
H6 0.69765 0.25347 -2.11100  0.211
H7 3.94395 2.08498 2.00503  0.238
H8 3.72817 0.86831 0.61306  0.220
H9 -1.67042 0.52669 -3.21059  0.169
H10 -1.20791 1.04270 2.61935  0.228
H11 1.68529 -2.07379 3.21513  0.218
H12 3.48574 -0.51593 2.52563  0.207
H13 -2.75713 1.89229 -0.74912  0.197
H14 -2.34624 -2.58740 -2.81607  0.190
H15 -3.06363 0.99951 -2.23502  0.235
H16 0.82699 -1.33941 -3.01984  0.235
H17 -0.62942 -1.31496 3.25043  0.218
H18 -3.69429 -1.47818 -2.02837  0.202
H19 0.54830 2.28613 0.93090  0.215



no.,strongest force on any atom (eV/A)
1,1.4
2,0.6
3,2.7
4,5.5